Record 1
{
  "formula": "C2H4F3NO2S",
  "method": "ωB97M-V with the def2-TZVPD basis set",
  "relative_energy_ev": 5.281,
  "gap_ev": [8.38, 8.32],
  "e_homo_ev": [-10.13, -10.10],
  "spin_multiplicity": 1,
  "elements": ["C", "C", "N", "O", "O", "F", "F", "F", "S", "H", "H", "H", "H"],
  "positions_angstrom": [[0.79, -0.63, 0.28], [1.16, 2.43, -2.07], [-1.45, -0.84, -1.45], [1.45, -0.10, -2.74], [1.09, 0.60, -0.35], [0.38, 3.21, -1.32], [2.41, 2.55, -1.56], [1.06, 2.97, -3.34], [0.56, 0.61, -1.89], [1.53, -0.80, 1.18], [0.94, -1.45, -0.40], [-0.32, -0.53, 0.49], [-2.25, -0.25, -1.92]],
  "nbo_charge": [-0.2841, 0.7710, -0.3748, -0.9035, -0.7015, -0.3236, -0.3042, -0.3201, 1.5581, 0.2155, 0.1942, 0.2117, 0.2613]
}

Record 2
{
  "formula": "C25H20KN5O3S3",
  "method": "ωB97M-V with the def2-TZVPD basis set",
  "total_charge": -2,
  "gap_ev": 5.92,
  "e_homo_ev": -1.90,
  "spin_multiplicity": 1,
  "elements": ["K", "O", "C", "C", "C", "C", "C", "C", "C", "O", "N", "N", "C", "C", "C", "C", "C", "C", "C", "O", "H", "H", "H", "H", "H", "H", "H", "H", "H", "H", "S", "C", "N", "C", "C", "C", "C", "C", "C", "S", "H", "H", "H", "H", "C", "N", "C", "C", "N", "C", "S", "H", "H", "H", "H", "H", "H"],
  "positions_angstrom": [[2.11, 0.07, 0.41], [-1.19, 4.96, 0.25], [-2.09, 4.18, 0.02], [-3.46, 4.57, 0.24], [-4.47, 3.73, -0.29], [-4.18, 2.46, -0.86], [-2.89, 2.07, -0.98], [-1.80, 2.86, -0.55], [-0.45, 2.27, -0.60], [-0.24, 1.05, -0.76], [0.59, 3.10, -0.37], [1.90, 2.66, -0.16], [2.76, 3.62, -0.06], [4.21, 3.62, 0.09], [4.94, 4.86, 0.07], [6.27, 5.00, 0.26], [7.05, 3.70, 0.34], [6.39, 2.49, 0.33], [4.99, 2.36, 0.20], [4.51, 1.25, 0.15], [0.39, 4.07, -0.08], [-3.67, 5.52, 0.74], [-5.53, 4.06, -0.37], [-4.91, 1.79, -1.21], [-2.56, 1.10, -1.25], [2.42, 4.63, -0.35], [4.37, 5.80, -0.07], [6.84, 5.95, 0.41], [8.06, 3.79, 0.48], [6.85, 1.54, 0.32], [1.66, -2.05, 3.04], [1.23, -3.20, 1.87], [1.02, -2.99, 0.61], [0.42, -4.05, -0.01], [0.02, -4.04, -1.30], [-0.65, -5.17, -1.77], [-0.86, -6.33, -1.03], [-0.38, -6.43, 0.28], [0.18, -5.24, 0.80], [0.63, -4.84, 2.41], [0.12, -3.14, -1.85], [-0.95, -5.16, -2.78], [-1.43, -7.18, -1.44], [-0.53, -7.37, 0.83], [-4.00, -3.91, 0.14], [-3.28, -2.70, 0.32], [-2.54, -2.39, 1.45], [-1.62, -1.43, 1.14], [-1.89, -1.14, -0.17], [-2.94, -1.80, -0.63], [-3.72, -1.68, -2.12], [-5.05, -3.68, -0.09], [-3.95, -4.50, 1.10], [-3.49, -4.54, -0.62], [-2.75, -2.90, 2.36], [-1.01, -0.86, 1.77], [-1.41, -0.42, -0.68]],
  "nbo_charge": [0.9374, -0.7517, 0.4451, -0.3580, -0.1746, -0.3619, -0.1210, -0.3160, 0.6581, -0.7765, -0.4680, -0.3405, 0.1077, -0.2866, -0.1542, -0.3589, -0.1794, -0.3286, 0.4514, -0.7429, 0.4278, 0.1983, 0.1807, 0.2049, 0.2066, 0.1428, 0.1864, 0.1934, 0.1766, 0.2009, -0.4050, -0.0318, -0.5717, 0.1096, -0.2295, -0.2280, -0.2540, -0.2732, -0.1701, 0.2550, 0.2281, 0.2026, 0.1965, 0.2058, -0.3973, -0.3864, -0.0854, -0.0561, -0.5383, 0.2791, -0.4106, 0.2131, 0.1980, 0.2256, 0.2088, 0.2436, 0.4727]
}

Record 3
{
  "formula": "C4H16N2O5",
  "method": "ωB97M-V with the def2-TZVPD basis set",
  "relative_energy_ev": 0.000,
  "gap_ev": 9.56,
  "e_homo_ev": -8.87,
  "smiles": "Cc1c[nH]cn1.O.O.O.O.O",
  "spin_multiplicity": 1,
  "elements": ["C", "C", "C", "N", "C", "N", "H", "H", "H", "H", "H", "H", "H", "H", "O", "H", "H", "O", "H", "H", "O", "H", "H", "O", "H", "H", "O"],
  "positions_angstrom": [[0.17, 0.61, 1.44], [-0.87, 0.74, 0.38], [-2.21, 0.48, 0.48], [-2.73, 0.76, -0.75], [-1.72, 1.15, -1.56], [-0.59, 1.16, -0.90], [1.17, 0.68, 1.01], [0.07, 1.38, 2.20], [0.09, -0.35, 1.94], [-2.78, 0.14, 1.32], [-3.69, 0.64, -1.03], [-1.87, 1.46, -2.58], [0.30, -3.69, 0.27], [0.65, -2.21, 0.06], [0.28, -2.83, 0.72], [1.00, 2.21, -1.19], [1.79, 3.12, -0.24], [1.89, 2.60, -1.04], [2.21, -0.84, -0.98], [0.74, -0.62, -1.43], [1.39, -1.31, -1.25], [-1.32, -2.32, 1.36], [-2.21, -2.80, 2.55], [-2.19, -2.19, 1.80], [2.91, 1.23, -0.72], [4.12, 0.42, -1.27], [3.42, 0.39, -0.60]],
  "nbo_charge": [-0.6523, 0.0913, -0.0870, -0.5016, 0.1704, -0.5593, 0.2278, 0.2183, 0.2431, 0.2490, 0.4217, 0.2033, 0.4749, 0.5107, -0.9954, 0.5134, 0.4762, -0.9783, 0.5108, 0.4862, -0.9953, 0.5052, 0.4652, -0.9942, 0.5066, 0.4768, -0.9877]
}

Record 4
{
  "formula": "C30H45NdO5Si",
  "method": "ωB97M-V with the def2-TZVPD basis set",
  "s_squared": 3.76,
  "gap_ev": [8.15, 8.21],
  "e_homo_ev": [-8.12, -8.15],
  "spin_multiplicity": 4,
  "elements": ["C", "C", "C", "H", "C", "C", "H", "H", "H", "H", "C", "C", "C", "H", "C", "C", "H", "H", "H", "H", "Nd", "O", "C", "C", "H", "H", "H", "H", "C", "C", "C", "H", "C", "H", "C", "H", "C", "H", "C", "C", "C", "C", "O", "Si", "O", "O", "C", "C", "C", "C", "O", "C", "C", "C", "C", "H", "H", "H", "H", "H", "H", "H", "H", "H", "H", "H", "H", "H", "H", "H", "H", "H", "H", "H", "H", "H", "H", "H", "H", "H", "H", "H"],
  "positions_angstrom": [[0.12, 2.31, -1.27], [0.81, 1.87, -0.08], [2.05, 1.27, -0.45], [0.45, 1.96, 0.93], [2.12, 1.33, -1.89], [0.95, 1.98, -2.38], [0.80, 2.28, -3.42], [-0.83, 2.87, -1.29], [2.88, 1.02, 0.22], [3.02, 1.10, -2.47], [1.83, -1.97, -0.04], [0.73, -1.69, 0.84], [-0.41, -2.43, 0.38], [0.76, -1.01, 1.69], [-0.01, -3.16, -0.78], [1.37, -2.89, -1.03], [1.99, -3.44, -1.73], [2.86, -1.64, 0.17], [-1.39, -2.47, 0.85], [-0.63, -3.91, -1.30], [-0.06, -0.28, -1.04], [4.96, -0.49, -1.60], [6.10, -0.08, -0.74], [6.22, -0.42, -2.21], [6.17, 1.00, -0.47], [6.35, -0.84, 0.01], [6.34, 0.47, -2.86], [7.66, -0.56, -4.42], [7.60, -1.54, -3.93], [6.93, -1.64, -2.70], [7.04, -2.86, -1.98], [6.63, -2.96, -0.98], [7.73, -3.93, -2.55], [7.82, -4.85, -1.96], [8.25, -3.85, -3.85], [8.79, -4.70, -4.25], [8.22, -2.63, -4.53], [8.66, -2.55, -5.53], [-2.05, 4.68, 1.08], [-2.50, 3.52, 1.96], [-1.42, 3.21, 2.98], [-3.75, 3.97, 2.70], [-2.78, 2.37, 1.11], [-2.33, 0.78, 1.27], [-0.92, 0.46, 1.88], [-3.68, 0.01, 1.87], [-3.77, -0.87, 3.01], [-2.77, -2.00, 2.91], [-3.48, -0.10, 4.30], [-5.17, -1.49, 3.08], [-2.18, 0.23, -0.38], [-3.32, 0.03, -1.35], [-2.67, -0.42, -2.67], [-4.26, -1.02, -0.79], [-4.07, 1.34, -1.52], [-1.81, 5.53, 1.73], [-2.85, 4.99, 0.40], [-1.15, 4.43, 0.51], [-1.21, 4.11, 3.57], [-1.75, 2.42, 3.68], [-0.49, 2.89, 2.50], [-4.54, 4.29, 2.01], [-4.15, 3.20, 3.37], [-3.49, 4.85, 3.32], [-1.75, -1.60, 2.88], [-2.87, -2.66, 3.78], [-2.97, -2.61, 2.01], [-4.20, 0.70, 4.46], [-3.54, -0.80, 5.15], [-2.46, 0.31, 4.26], [-5.95, -0.74, 3.24], [-5.40, -2.07, 2.18], [-5.20, -2.18, 3.93], [-2.15, -1.39, -2.56], [-3.45, -0.55, -3.43], [-1.97, 0.35, -3.06], [-4.76, -0.65, 0.11], [-5.04, -1.21, -1.55], [-3.76, -1.97, -0.57], [-4.57, 1.63, -0.59], [-3.42, 2.16, -1.86], [-4.85, 1.18, -2.28]],
  "lowdin_spin": [-0.0074, -0.0033, -0.0044, 0.0001, -0.0064, -0.0053, 0.0001, -0.0002, 0.0001, -0.0001, -0.0061, -0.0041, -0.0004, 0.0002, -0.0063, -0.0058, -0.0002, 0.0001, 0.0006, -0.0002, 3.0548, 0.0000, 0.0000, 0.0000, 0.0000, 0.0000, 0.0000, 0.0000, 0.0000, 0.0000, 0.0000, 0.0000, 0.0000, 0.0000, 0.0000, 0.0000, 0.0000, 0.0000, 0.0000, 0.0000, 0.0000, 0.0000, -0.0001, 0.0001, -0.0017, 0.0001, 0.0000, 0.0000, 0.0000, 0.0000, -0.0036, -0.0002, -0.0003, 0.0000, -0.0001, 0.0000, 0.0000, 0.0000, 0.0000, 0.0000, 0.0000, 0.0000, 0.0000, 0.0000, 0.0000, 0.0000, 0.0000, 0.0000, 0.0000, 0.0000, 0.0000, 0.0000, 0.0000, 0.0000, 0.0000, -0.0002, 0.0000, 0.0000, 0.0000, 0.0000, 0.0000, 0.0000]
}

Record 5
{
  "formula": "C27H22BrMoO7P",
  "method": "ωB97M-V with the def2-TZVPD basis set",
  "relative_energy_ev": 2.869,
  "gap_ev": [6.76, 6.76],
  "e_homo_ev": [-7.97, -7.97],
  "spin_multiplicity": 1,
  "elements": ["Mo", "O", "C", "O", "C", "C", "C", "C", "C", "O", "C", "C", "O", "O", "H", "H", "H", "H", "H", "H", "H", "H", "O", "C", "O", "C", "C", "C", "C", "C", "C", "P", "C", "C", "C", "C", "C", "C", "C", "C", "C", "C", "C", "C", "H", "H", "H", "H", "H", "H", "H", "H", "H", "H", "H", "H", "H", "H", "Br"],
  "positions_angstrom": [[1.41, 2.40, 0.42], [0.84, 3.67, 3.06], [0.20, 2.70, 2.69], [-0.36, 2.59, 1.55], [0.09, 1.46, 3.61], [-0.65, 0.32, 2.88], [-0.86, -0.87, 3.83], [0.54, -1.50, 3.83], [1.30, -0.50, 2.95], [0.35, -0.14, 1.97], [1.50, 0.82, 3.75], [2.61, 1.61, 3.05], [3.66, 1.90, 3.55], [2.30, 1.86, 1.78], [-0.33, 1.74, 4.57], [-1.54, 0.65, 2.34], [-1.61, -1.55, 3.43], [-1.18, -0.54, 4.82], [0.53, -2.48, 3.35], [0.97, -1.60, 4.82], [2.22, -0.88, 2.49], [1.80, 0.65, 4.79], [-0.77, 4.50, -1.93], [-0.40, 3.35, -1.83], [0.46, 2.97, -0.91], [-0.87, 2.27, -2.74], [-1.51, 2.68, -3.91], [-2.00, 1.76, -4.81], [-1.89, 0.40, -4.54], [-1.28, -0.02, -3.37], [-0.75, 0.90, -2.47], [0.03, 0.22, -0.95], [-1.33, -0.88, -0.45], [-2.47, -0.20, -0.01], [-3.57, -0.90, 0.44], [-3.53, -2.29, 0.51], [-2.39, -2.96, 0.09], [-1.30, -2.27, -0.40], [1.31, -0.86, -1.65], [1.83, -0.66, -2.93], [2.88, -1.45, -3.38], [3.42, -2.43, -2.57], [2.92, -2.62, -1.29], [1.88, -1.83, -0.82], [-1.59, 3.75, -4.09], [-2.48, 2.09, -5.72], [-2.29, -0.33, -5.23], [-1.19, -1.07, -3.16], [-2.47, 0.88, -0.03], [-4.45, -0.37, 0.76], [-4.38, -2.83, 0.89], [-2.36, -4.04, 0.14], [-0.43, -2.80, -0.75], [1.43, 0.12, -3.56], [3.28, -1.28, -4.37], [4.24, -3.03, -2.92], [3.35, -3.37, -0.64], [1.52, -1.94, 0.19], [3.36, 2.19, -1.09]],
  "nbo_charge": [1.4792, -0.6453, 0.7650, -0.7515, -0.3446, 0.0888, -0.4279, -0.4276, 0.0859, -0.5467, -0.3360, 0.8235, -0.5031, -0.6174, 0.2471, 0.2329, 0.2201, 0.2127, 0.2168, 0.2160, 0.2159, 0.2462, -0.5203, 0.7876, -0.6023, -0.0893, -0.1685, -0.1981, -0.1851, -0.1921, -0.3353, 1.0579, -0.3649, -0.2011, -0.1969, -0.2013, -0.2241, -0.1462, -0.3899, -0.1166, -0.2181, -0.1935, -0.1969, -0.2100, 0.2441, 0.2233, 0.2219, 0.2253, 0.2269, 0.2210, 0.2192, 0.2184, 0.2193, 0.2152, 0.2190, 0.2180, 0.2160, 0.2166, -0.4494]
}

Record 6
{
  "formula": "C5H17NO5",
  "method": "ωB97M-V with the def2-TZVPD basis set",
  "relative_energy_ev": 0.914,
  "gap_ev": 10.29,
  "e_homo_ev": -9.67,
  "smiles": "O=CN1CCCC1.O.O.O.O",
  "spin_multiplicity": 1,
  "elements": ["C", "N", "C", "O", "C", "C", "C", "H", "H", "H", "H", "H", "H", "H", "H", "H", "H", "H", "O", "H", "H", "O", "H", "H", "O", "H", "H", "O"],
  "positions_angstrom": [[0.86, 0.41, 0.79], [-0.56, 0.66, 0.55], [-1.45, -0.09, 1.20], [-1.06, -1.17, 1.68], [-0.88, 1.87, -0.23], [0.45, 2.65, -0.26], [1.55, 1.64, 0.09], [1.13, -0.62, 0.53], [1.10, 0.43, 1.85], [-2.47, 0.31, 1.22], [-1.62, 2.45, 0.33], [-1.20, 1.63, -1.25], [0.41, 3.38, 0.53], [0.68, 2.99, -1.25], [2.12, 1.29, -0.78], [2.26, 2.10, 0.77], [0.59, -1.74, 2.45], [1.24, -1.77, 3.76], [1.44, -1.46, 2.86], [-0.09, -2.38, -1.23], [-0.67, -2.35, -2.67], [-0.05, -1.89, -2.10], [-0.93, -2.69, 0.63], [0.50, -2.73, 0.85], [-0.12, -3.10, 0.24], [-0.94, -0.17, -2.75], [-0.86, 0.28, -4.28], [-1.44, 0.07, -3.54]],
  "nbo_charge": [-0.2332, -0.3987, 0.5538, -0.7392, -0.2200, -0.4145, -0.4076, 0.2134, 0.2321, 0.1416, 0.2042, 0.2171, 0.2094, 0.2266, 0.2138, 0.2147, 0.4804, 0.4693, -0.9559, 0.4986, 0.4704, -1.0072, 0.5035, 0.4746, -0.9396, 0.4977, 0.4725, -0.9778]
}

Record 7
{
  "formula": "C10H10ClNO3",
  "method": "ωB97M-V with the def2-TZVPD basis set",
  "relative_energy_ev": 2.107,
  "gap_ev": 9.81,
  "e_homo_ev": -9.74,
  "smiles": "C[C@]1(Cl)C(=O)N(C2CC2)[C@@]12C=CC(=O)O2",
  "spin_multiplicity": 1,
  "elements": ["C", "C", "C", "C", "C", "C", "C", "C", "C", "C", "N", "O", "O", "O", "Cl", "H", "H", "H", "H", "H", "H", "H", "H", "H", "H"],
  "positions_angstrom": [[-2.36, -1.48, 1.18], [-1.40, -0.60, 1.36], [-2.62, -1.71, -0.37], [0.25, 1.52, -0.41], [2.73, -0.10, -0.37], [2.24, -0.45, 1.04], [1.37, -0.70, -0.15], [-1.12, 0.00, -0.03], [-1.29, 1.52, -0.36], [-2.05, 1.71, -1.68], [0.32, 0.20, -0.32], [-3.35, -2.49, -0.93], [1.03, 2.40, -0.38], [-1.77, -0.86, -0.92], [-1.84, 2.51, 1.02], [-2.52, -2.26, 1.98], [-1.28, -0.15, 2.33], [2.67, 0.89, -0.87], [3.37, -0.78, -0.70], [2.62, -1.29, 1.51], [1.96, 0.42, 1.68], [1.09, -1.72, -0.30], [-2.33, 2.81, -1.83], [-2.91, 1.00, -1.72], [-1.25, 1.49, -2.38]],
  "nbo_charge": [-0.2879, -0.2085, 0.7766, 0.6659, -0.4056, -0.4172, -0.0763, 0.3724, -0.0841, -0.6307, -0.4193, -0.5333, -0.5689, -0.4923, -0.0291, 0.2389, 0.2535, 0.2597, 0.2079, 0.2183, 0.2234, 0.2218, 0.2433, 0.2411, 0.2305]
}